ORCA calculation (the ωB97M-V functional and the def2-TZVPD basis) on a structure of composition C30H38NO7PPdS at a distorted geometry.

**HOMO-LUMO gap (alpha / beta)**: 8.26 / 4.54 eV
**Total charge**: 0
**2S+1**: 5
**Lowest unoccupied orbital energy (alpha / beta)**: 0.303 / -4.345 eV
**⟨S²⟩**: 6.05

Each line ends with the Mulliken charge.
Atoms and positions in Å:
Pd: 3.2749 -15.4418 11.1948  -0.017
C: 2.2417 -11.1895 10.2330  -1.798
C: 3.0844 -10.9615 11.5141  1.517
C: 2.5054 -9.8368 12.2710  -1.895
C: 4.5793 -10.7795 11.1463  -1.383
O: 3.1157 -12.1343 12.4135  0.765
P: 1.8638 -13.1586 12.5197  0.312
O: 0.6578 -12.6116 13.2356  -0.774
O: 1.6872 -13.9850 11.1959  -0.707
O: 2.5975 -14.3416 13.4304  0.351
C: 2.4649 -14.7452 14.8335  1.499
C: 1.2165 -15.5439 15.0329  -1.851
C: 2.4731 -13.4937 15.7359  -1.581
C: 3.7005 -15.5236 15.1826  -1.189
H: 2.3179 -10.2528 9.6903  0.508
H: 1.2231 -11.3776 10.3843  0.489
H: 2.6840 -11.9986 9.6747  0.226
H: 2.7161 -8.9499 11.6878  0.499
H: 2.9403 -9.7346 13.2668  0.307
H: 1.4392 -9.8373 12.3320  0.408
H: 4.7887 -9.8334 10.6647  0.457
H: 4.8539 -11.5796 10.4966  0.293
H: 5.2065 -10.7834 12.0259  0.250
H: 0.2516 -15.0319 15.0801  0.338
H: 1.3792 -16.0067 16.0275  0.454
H: 1.1766 -16.2408 14.2130  0.340
H: 1.5220 -12.9301 15.6001  0.389
H: 3.1265 -12.8315 15.3022  0.208
H: 2.7198 -13.7021 16.7618  0.439
H: 3.9932 -16.3428 14.4453  0.116
H: 3.8476 -15.6806 16.2104  0.599
H: 4.5622 -14.7863 14.9742  0.091
C: 5.0963 -14.6803 11.1819  0.548
C: 6.2506 -14.3606 11.4715  -1.031
C: 7.4226 -13.8829 12.0311  1.086
C: 8.6476 -14.3989 11.4712  0.443
C: 8.5991 -15.0222 10.1966  -0.627
C: 9.7253 -15.5480 9.5793  -0.766
C: 10.9717 -15.4705 10.1148  -0.517
C: 11.0283 -14.9121 11.4125  -0.675
C: 9.8690 -14.4169 12.0993  -0.463
C: 7.3655 -12.8637 13.1017  0.983
C: 6.2445 -12.7730 13.9253  1.347
C: 6.1261 -11.7578 14.8832  -0.229
C: 7.1296 -10.8258 15.0356  -0.735
C: 8.3086 -10.8938 14.1315  -0.729
C: 8.4077 -11.8961 13.1534  -0.974
H: 7.6421 -15.0081 9.7071  0.423
H: 9.6918 -15.8277 8.5502  0.424
H: 11.9140 -15.7769 9.6076  0.435
H: 12.0319 -14.7975 11.8690  0.329
H: 9.9376 -13.9742 13.0541  0.758
H: 5.4862 -13.6122 13.8026  -1.064
H: 5.3024 -11.7337 15.5731  0.399
H: 6.9727 -9.9430 15.6575  0.379
H: 9.0392 -10.1234 14.3046  0.410
H: 9.1970 -11.7764 12.4457  0.611
C: 10.3623 -19.9434 11.0719  -1.679
C: 8.9274 -19.4882 11.0578  0.996
C: 8.1103 -20.0715 10.1177  -0.851
C: 6.7778 -19.8222 10.0319  -1.046
C: 6.2562 -18.7140 10.7897  0.066
C: 7.1186 -18.0332 11.6464  0.339
C: 8.4527 -18.4463 11.8079  -0.614
S: 4.5461 -18.4158 10.7679  1.395
O: 4.2907 -18.0791 9.4118  -0.865
O: 3.9331 -19.6576 11.3023  -0.699
O: 4.3058 -17.2355 11.6250  -0.335
H: 10.8565 -19.8568 12.0289  0.397
H: 10.8548 -19.2171 10.4412  0.290
H: 10.4616 -20.9153 10.7342  0.448
H: 8.3711 -20.8842 9.5649  0.460
H: 6.0615 -20.3375 9.3729  0.359
H: 6.7919 -17.1847 12.2905  0.312
H: 9.0611 -18.0367 12.6506  0.277
N: 3.0115 -15.6479 8.8909  -0.496
H: 2.1793 -15.2184 8.6317  0.236
H: 3.1423 -16.6662 8.7697  0.354
H: 3.8389 -15.1259 8.5948  0.230